This record from the OMol25 dataset describes one molecule with the formula C23H28N4O4S2 in a non-equilibrium geometry. The level of theory is ωB97M-V/def2-TZVPD.

```
61
Properties=species:S:1:pos:R:3:forces:R:3
C -3.977227 5.840222 0.331532 0.0 -0.2 0.1
C -3.904503 4.412991 0.868672 -0.4 0.2 -0.5
N -2.563461 3.932305 1.132287 0.6 -0.2 -0.9
C -1.932565 4.172672 2.408717 0.4 0.2 0.4
C -1.536796 5.620125 2.696125 -0.1 -0.2 0.0
S -1.525660 3.864565 -0.172835 0.0 -0.4 0.4
O -2.324519 3.624579 -1.338632 -0.3 -0.1 0.0
O -0.609013 4.972847 -0.202201 0.1 -0.2 0.2
C -0.607315 2.376251 0.209252 -0.2 0.6 -0.1
C 0.752820 2.457547 0.490202 0.1 0.2 0.0
C 1.488640 1.321023 0.769980 0.1 -0.1 0.0
C 0.806809 0.115157 0.752671 -0.6 0.5 -0.2
C -0.579058 0.035020 0.461608 0.7 0.4 0.1
C -1.301897 1.187196 0.184389 0.1 -0.2 0.0
N -0.973276 -1.276821 0.484456 -0.1 -0.4 0.3
C 0.108941 -1.962465 0.757132 -0.6 0.1 0.0
S 0.173343 -3.685086 0.937789 -0.1 -0.5 0.2
C -1.289365 -4.157238 -0.047930 0.3 0.3 0.1
C -0.998264 -3.884891 -1.520615 -0.4 0.2 0.3
O -0.494374 -4.716870 -2.248011 0.3 -0.4 -0.2
N -1.357713 -2.649291 -1.910277 -0.3 0.4 -0.1
C -1.016008 -2.121768 -3.191460 0.1 -0.2 -0.2
C -1.528042 -0.772243 -3.574337 -0.1 0.0 -0.1
C -0.067967 -0.957890 -3.278013 0.2 -0.1 -0.1
N 1.218236 -1.183615 0.941101 -0.3 -0.1 0.0
C 2.547846 -1.632669 1.082719 0.4 -0.2 -0.1
C 3.311870 -1.240674 2.167013 -0.1 -0.1 -0.1
C 4.621413 -1.674628 2.283077 0.1 0.0 0.1
C 5.155071 -2.498772 1.309364 0.0 0.0 0.1
C 4.401217 -2.889165 0.215288 -0.1 -0.1 -0.2
C 3.087467 -2.456676 0.078452 -0.2 0.1 -0.1
O 2.264303 -2.747390 -0.956012 0.3 0.5 0.3
C 2.667598 -3.714929 -1.901723 0.0 -0.2 -0.3
H -3.638158 6.564716 1.065787 0.0 0.1 0.0
H -5.003208 6.074593 0.057026 -0.1 0.1 -0.1
H -3.349029 5.918414 -0.551790 0.0 0.1 -0.1
H -4.481493 4.312203 1.792178 0.1 -0.1 0.0
H -4.321458 3.737915 0.116783 -0.2 0.1 0.2
H -1.033936 3.548446 2.411887 -0.1 0.0 0.3
H -2.605367 3.800760 3.189366 0.1 -0.1 -0.1
H -0.986604 6.017626 1.847825 0.0 0.1 0.0
H -0.903118 5.654775 3.579297 0.0 0.0 0.1
H -2.412130 6.237217 2.879354 -0.1 0.1 0.0
H 1.212467 3.432667 0.470845 0.1 0.1 0.0
H 2.546069 1.365591 0.978962 0.1 0.1 0.0
H -2.351965 1.172697 -0.052150 -0.2 -0.1 0.0
H -2.144240 -3.599261 0.327186 -0.1 -0.1 0.0
H -1.408053 -5.226481 0.118284 0.0 0.1 0.0
H -1.627171 -1.978913 -1.193824 0.0 -0.3 0.0
H -0.947709 -2.905226 -3.935380 0.0 0.2 0.0
H -1.831842 -0.609413 -4.596303 0.0 0.0 -0.1
H -2.118444 -0.229463 -2.851869 0.0 0.0 0.1
H 0.637054 -0.931025 -4.093713 0.0 0.0 -0.1
H 0.315186 -0.547326 -2.355922 0.0 0.0 0.2
H 2.869491 -0.604313 2.918611 -0.1 0.1 0.1
H 5.216514 -1.372779 3.130230 0.1 0.0 0.1
H 6.174338 -2.843447 1.394598 0.1 0.0 0.0
H 4.845057 -3.520984 -0.537003 0.0 -0.1 -0.1
H 3.469142 -3.333297 -2.540939 0.0 0.0 0.1
H 1.783439 -3.926412 -2.501234 0.1 0.0 0.0
H 2.990436 -4.635655 -1.409654 0.0 0.0 0.0
```
Positions in Å, forces in eV/Å.

Values from the calculation:
Structure (SMILES) ... CCN(CC)S(=O)(=O)c1ccc2c(c1)nc(SCC(=O)NC1CC1)n2-c1ccccc1OC
Orbital gap ... 9.00 eV
Strongest force on any atom ... 1.08 eV/Å
ΔE to the lowest compared entry with this formula, charge and spin ... 186.38 kJ/mol
DFT total energy ... -60126.004 eV